Entry 1:
2 unconnected molecules or ions with the total composition C4H9N3 at a distorted geometry. Source: OMol25; level of theory: ωB97M-V/def2-TZVPD.

Its charge is +2. The value obtained for the max |F| is 5.8 eV Å⁻¹. Its HOMO energy is -0.6817 hartree. The energy relative to the best compared isomer or geometry (same formula, charge and spin) is 106.3 kcal/mol.

Positions of all 16 atoms, in Å:
C -0.93 -0.12 1.04
C 0.69 -0.84 -1.38
C -2.77 -1.64 0.55
C 1.89 2.00 0.29
N -1.77 -0.97 0.71
N 0.05 0.38 0.27
N 0.93 1.32 0.81
H -1.04 0.30 2.06
H -0.27 -1.26 -1.42
H 1.07 -0.17 -2.12
H -2.85 -2.76 0.75
H -3.75 -1.27 0.13
H 2.28 2.05 -0.76
H 2.39 2.72 0.93
H 1.47 -1.39 -0.69
H 0.60 1.55 1.75

Charges computed using Löwdin, reported in e:
1 C -0.108
2 C 0.362
3 C 0.155
4 C 0.223
5 N 0.103
6 N 0.023
7 N 0.032
8 H 0.191
9 H 0.029
10 H 0.061
11 H 0.161
12 H 0.159
13 H 0.154
14 H 0.134
15 H 0.136
16 H 0.186


Entry 2:
A molecular structure, C5H6O. Source: OMol25; level of theory: ωB97M-V/def2-TZVPD.

Its charge is 0. The value obtained for the max |F| is 0.9 eV Å⁻¹. Its HOMO energy is -0.2793 hartree. The energy relative to the best compared isomer or geometry (same formula, charge and spin) is 94.4 kcal/mol.

Positions of all 12 atoms, in Å:
O -0.23 0.51 -2.54
C -0.41 0.41 -1.37
C 1.16 -0.22 -0.25
C 0.42 -0.13 1.09
C -0.92 0.08 0.93
C -1.38 0.33 -0.38
H 2.13 0.25 -0.35
H 0.98 -1.04 -0.95
H 1.22 -1.12 0.61
H 0.96 0.02 2.02
H -1.59 0.16 1.78
H -2.35 0.76 -0.58

Charges computed using Löwdin, reported in e:
1 O 0.093
2 C -0.286
3 C -0.089
4 C -0.217
5 C -0.119
6 C -0.077
7 H 0.104
8 H 0.112
9 H 0.156
10 H 0.107
11 H 0.110
12 H 0.108